Below is C30H49BN7O5Re as an isolated structure, with properties calculated with the ωB97M-V functional and the def2-TZVPD basis.

Output
Orbital gap (spin up / spin down) in eV: 9.02 / 7.79
Highest occupied orbital energy (spin up / spin down) in Eh: -0.4034 / -0.4150
<S²>: 3.76
Spin multiplicity: 4
Net charge: +1
E in hartree: -2035.1116
Energy above the lowest of the compared OMol25 structures with the same formula, charge and spin in eV: 0.771

Geometry as XYZ:
```
93
Properties=species:S:1:pos:R:3:mulliken_charge:R:1
Re -0.15166 -0.34149 -0.17839 1.75
O -1.97014 -0.13857 -1.34689 -0.72
C -2.45246 -1.07089 -2.36009 -0.09
C -3.05440 -2.30178 -1.70063 -1.02
N -2.21558 -2.80588 -0.65184 0.52
C -2.72684 -2.93645 0.68089 -1.73
C -1.79503 -2.23287 1.72553 0.93
O -3.50576 -2.14841 3.34190 -0.58
O -0.71276 -1.61284 1.12135 -0.36
C -1.11204 -3.65697 -1.00261 -1.46
C 0.02570 -2.99142 -1.77174 0.70
O 0.63737 -3.58725 -2.61861 -0.57
O 0.31869 -1.73000 -1.47208 -0.17
H -2.70045 0.16330 -0.78653 0.18
H -1.58118 -1.29619 -2.96359 -0.09
H -3.17543 -0.54134 -2.98008 0.58
H -3.25863 -3.04371 -2.48586 0.47
H -4.02420 -2.03364 -1.27541 0.47
H -2.83146 -3.98842 0.96794 0.09
H -3.72911 -2.52107 0.72422 0.62
H -1.40867 -4.53754 -1.58529 0.60
H -0.65316 -4.02355 -0.08117 0.33
C -1.65527 4.67099 1.12859 -1.31
C -1.78160 3.19236 1.24453 0.09
C -2.81552 2.43644 1.76868 -1.04
C -2.41793 1.09729 1.69611 -0.90
N -1.20919 1.06013 1.08855 0.09
N -0.83376 2.33903 0.84797 0.65
B 0.59771 2.57797 0.33163 -1.03
N 1.55628 1.59586 1.06550 0.32
N 1.49435 0.22177 0.94029 0.53
C 2.50452 -0.30470 1.65273 -0.49
C 3.18544 0.74082 2.27798 -0.86
C 2.57468 1.91195 1.88029 0.24
C 2.93287 3.31276 2.23885 -1.51
C 2.90848 -1.76067 1.77397 2.78
C 4.43291 -1.83671 1.58387 -1.83
C 2.27585 -2.69259 0.74525 -1.59
C 2.54333 -2.23350 3.18851 -1.75
N 0.65092 2.32450 -1.18099 0.48
N 0.81734 1.03567 -1.62712 0.33
C 1.33229 1.11744 -2.87561 -0.68
C 1.39875 2.47021 -3.23481 -0.98
C 0.99222 3.19736 -2.14073 0.29
C 0.94919 4.67551 -1.96230 -1.38
C 1.89030 0.01216 -3.76098 2.81
C 2.73040 0.65898 -4.87531 -2.42
C 0.75472 -0.76147 -4.44335 -1.45
C 2.84477 -0.90624 -2.98597 -1.39
C -3.26118 -0.02155 2.31147 2.85
C -3.78345 0.54094 3.65763 -2.07
C -2.51740 -1.32430 2.72256 -0.82
C -4.48349 -0.26219 1.40998 -2.03
H -2.54040 5.14928 1.54106 0.44
H -1.55566 4.97691 0.08759 0.14
H -0.78176 5.03422 1.66969 0.26
H -3.71782 2.82638 2.20308 0.59
H 0.91368 3.69873 0.57358 -0.10
H 4.03937 0.65904 2.92626 0.58
H 3.78513 3.30660 2.91403 0.44
H 2.10492 3.82056 2.73295 0.27
H 3.19978 3.88807 1.35262 0.29
H 4.71621 -1.49182 0.58803 0.34
H 4.75703 -2.87236 1.69040 0.47
H 4.97146 -1.24163 2.31999 0.37
H 2.48781 -2.36503 -0.27257 0.28
H 1.20098 -2.78314 0.87953 -0.11
H 2.71645 -3.68351 0.86556 0.71
H 3.04022 -1.63358 3.95154 0.39
H 2.84832 -3.27277 3.31961 0.48
H 1.46508 -2.16994 3.35039 0.16
H 1.76124 2.87964 -4.15894 0.62
H 1.16819 5.16236 -2.90969 0.43
H 1.68475 5.00715 -1.22891 0.26
H -0.03174 5.01019 -1.62682 0.18
H 2.12386 1.24237 -5.56927 0.41
H 3.20623 -0.13283 -5.45299 0.46
H 3.51343 1.29905 -4.46698 0.51
H 0.10925 -0.07774 -4.99865 0.41
H 0.16509 -1.31426 -3.72318 -0.05
H 1.16769 -1.48737 -5.14463 0.45
H 3.60775 -0.31185 -2.47608 0.41
H 3.35279 -1.56204 -3.69377 0.45
H 2.33507 -1.53211 -2.26817 0.02
H -2.95370 0.83853 4.30011 0.42
H -4.36818 -0.21968 4.16573 0.49
H -4.42330 1.40641 3.50542 0.43
H -1.76560 -1.01042 3.45797 0.49
H -1.36426 -3.02535 2.35469 0.49
H -3.07202 -2.78983 3.91331 0.48
H -5.10855 0.63062 1.39809 0.45
H -5.08011 -1.09146 1.78710 0.41
H -4.21002 -0.47659 0.37353 0.34
```